This record from the OMol25 dataset describes C23H31N9Pd as an isolated structure at a distorted geometry. The level of theory is ωB97M-V/def2-TZVPD.

Output
HOMO level (alpha / beta): -19.22 / -19.15 eV
LUMO energy (alpha / beta): -11.006 / -14.094 eV
E: -1514.13844 hartree
<S²>: 6.043
Spin multiplicity: 5
Total charge: +4

Each line ends with the Löwdin spin population.
CARTESIAN COORDINATES (ANGSTROEM)
Pd: -16.76 -3.56 -0.74  1.405
C: -19.69 -2.09 -1.03  0.000
N: -18.97 -2.92 0.01  0.029
C: -19.94 -3.98 0.38  0.014
C: -19.27 -5.03 1.26  0.088
N: -18.01 -5.37 1.41  0.109
C: -17.87 -6.27 2.37  0.151
C: -16.80 -6.98 3.00  0.201
C: -17.02 -8.06 3.87  0.002
C: -18.30 -8.47 4.22  0.261
C: -19.40 -7.60 3.80  0.128
C: -19.24 -6.63 2.85  0.023
N: -20.06 -5.78 2.05  0.030
C: -19.86 -2.92 -2.23  -0.004
N: -19.01 -3.70 -2.88  0.054
C: -19.71 -4.13 -3.99  0.025
C: -19.38 -5.14 -4.81  0.226
C: -20.22 -5.44 -6.05  0.292
C: -21.43 -4.71 -6.12  0.016
C: -21.85 -3.87 -5.17  0.169
C: -20.96 -3.52 -4.04  0.146
N: -21.05 -2.71 -2.86  0.083
H: -20.60 -1.57 -0.66  0.000
H: -19.09 -1.24 -1.40  0.000
H: -18.97 -2.25 0.80  0.000
H: -20.79 -3.64 0.92  0.003
H: -20.41 -4.51 -0.47  0.003
H: -15.76 -6.71 2.82  0.007
H: -16.09 -8.57 4.14  -0.004
H: -18.44 -9.24 4.91  0.012
H: -20.38 -7.80 4.17  0.004
H: -21.05 -5.76 2.14  0.001
H: -18.45 -5.56 -4.76  0.011
H: -19.92 -6.21 -6.81  0.009
H: -22.00 -4.90 -7.02  -0.003
H: -22.78 -3.25 -5.30  0.004
H: -21.67 -1.95 -2.56  0.001
N: -15.05 -4.65 -1.27  0.125
C: -14.16 -4.67 -0.06  0.011
C: -14.02 -3.28 0.53  0.011
N: -15.36 -2.77 0.83  0.165
H: -15.39 -5.54 -1.54  0.011
H: -14.61 -4.20 -2.15  0.002
H: -13.19 -5.05 -0.30  0.003
H: -14.61 -5.36 0.71  0.000
H: -13.57 -2.61 -0.29  0.000
H: -13.40 -3.24 1.38  0.004
H: -15.25 -1.76 0.80  0.003
H: -15.83 -3.01 1.76  0.002
C: -15.46 1.81 -2.00  0.001
C: -15.70 0.37 -2.30  -0.001
C: -15.29 -0.39 -3.41  0.004
C: -15.62 -1.77 -3.15  0.006
N: -16.15 -1.79 -1.85  0.144
N: -16.11 -0.49 -1.32  0.014
C: -15.44 -2.92 -4.08  -0.001
H: -15.36 2.28 -2.98  0.000
H: -14.51 1.83 -1.45  0.000
H: -16.33 2.24 -1.50  0.000
H: -14.84 -0.01 -4.30  0.001
H: -16.49 -0.34 -0.38  0.000
H: -14.39 -3.30 -4.04  -0.001
H: -15.48 -2.56 -5.18  0.000
H: -16.27 -3.61 -3.95  0.000

=====

This record from the OMol25 dataset describes C23H32AsN4OPScSe2Te2 as an isolated structure at a distorted geometry. The level of theory is ωB97M-V/def2-TZVPD.

Output
HOMO level (alpha / beta): -2.95 / -3.03 eV
LUMO energy (alpha / beta): 1.290 / 1.332 eV
Relative energy (zero: lowest compared OMol25 entry of this formula, charge and spin): 542.59 kJ/mol
E: -9866.54502 hartree
Total charge: -1

Each line ends with the Mulliken charge.
CARTESIAN COORDINATES (ANGSTROEM)
Sc: 0.94 0.32 0.10  -0.626
Se: 2.41 -2.63 -5.18  -0.232
Te: 0.28 -2.57 -6.41  -0.440
Te: 1.01 0.68 -6.85  -0.230
Se: 3.01 -0.28 -5.68  -0.136
C: 1.56 4.49 1.42  -0.844
C: 0.48 5.07 0.69  -0.379
C: -0.26 4.29 -0.18  -0.706
C: 0.24 3.02 -0.56  1.038
N: 1.15 2.48 0.26  0.170
C: 1.83 3.15 1.22  -0.277
C: -0.23 2.27 -1.71  0.676
C: -0.72 3.04 -2.82  -0.917
C: -1.26 2.42 -3.92  -1.139
C: -0.95 1.07 -4.16  -0.929
C: -0.28 0.36 -3.16  -0.213
C: -0.06 0.90 -1.95  0.440
H: 2.21 5.07 2.08  0.419
H: 0.31 6.14 0.73  0.377
H: -1.09 4.74 -0.74  0.501
H: 2.60 2.63 1.82  0.438
H: -0.79 4.11 -2.62  0.368
H: -1.80 3.04 -4.66  0.316
H: -1.21 0.60 -5.09  1.106
H: 0.05 -0.65 -3.43  0.687
O: 2.62 0.00 -1.07  -0.536
N: 2.95 -0.68 0.10  -0.098
C: 4.10 -1.28 -0.03  0.598
C: 4.73 -1.31 -1.31  0.281
N: 5.18 -1.19 -2.38  -0.523
C: 4.51 -1.87 1.21  -0.104
N: 4.81 -2.30 2.28  -0.675
C: -2.51 0.26 3.87  -1.263
C: -1.56 0.61 2.74  -0.174
P: 0.08 -0.24 2.74  0.588
C: -0.12 -1.97 3.32  -0.607
C: 0.67 -2.93 2.43  -1.031
C: 0.97 0.45 4.22  -0.908
C: 2.43 0.04 4.35  -0.997
H: -3.09 1.10 4.21  0.367
H: -1.95 -0.13 4.69  0.292
H: -3.20 -0.57 3.54  0.275
H: -1.33 1.71 2.76  0.316
H: -2.07 0.33 1.80  0.212
H: -1.17 -2.24 3.19  0.418
H: 0.07 -2.17 4.40  0.420
H: 1.79 -2.98 2.56  0.251
H: 0.55 -2.67 1.37  0.117
H: 0.36 -3.97 2.51  0.435
H: 0.39 0.09 5.04  0.542
H: 0.95 1.54 4.09  0.465
H: 2.68 -0.91 3.93  0.215
H: 2.62 0.11 5.42  0.367
H: 3.07 0.82 3.87  0.208
C: -3.93 -1.60 -0.72  -1.164
As: -2.12 -1.83 -1.63  0.564
C: -2.82 -1.77 -3.46  -1.124
C: -1.90 -3.83 -1.57  -1.141
H: -4.47 -2.53 -0.82  0.399
H: -4.52 -0.76 -1.21  0.319
H: -3.80 -1.35 0.32  0.255
H: -3.72 -2.33 -3.59  0.514
H: -2.05 -2.14 -4.17  0.167
H: -3.08 -0.70 -3.62  0.288
H: -2.56 -4.32 -2.33  0.340
H: -2.17 -4.13 -0.54  0.343
H: -0.81 -4.11 -1.72  0.322

=====

This record from the OMol25 dataset describes C23H32BNO7Sn as an isolated structure. The level of theory is ωB97M-V/def2-TZVPD.

Output
HOMO level: -7.68 eV
LUMO energy: -1.044 eV
Relative energy (zero: lowest compared OMol25 entry of this formula, charge and spin): 298.30 kJ/mol
E: -1716.28980 hartree

Each line ends with the Mulliken charge.
CARTESIAN COORDINATES (ANGSTROEM)
Sn: -0.17 -0.90 0.87  0.909
O: 0.47 -0.05 5.10  -0.713
C: 0.74 -0.45 3.98  -0.013
O: -0.09 -0.91 3.09  -0.661
C: 2.20 -0.52 3.52  0.158
C: 2.46 -1.83 2.76  -0.155
C: 3.96 -2.11 2.70  -0.983
C: 4.42 -1.04 1.65  -1.014
C: 3.09 -0.37 1.30  -0.233
O: 2.15 -1.47 1.39  -0.144
C: 2.63 0.54 2.45  0.152
C: 1.52 1.47 1.96  -0.343
O: 1.39 2.59 2.40  -0.691
O: 0.82 0.96 0.97  -0.015
H: 2.81 -0.44 4.41  0.499
H: 1.84 -2.67 3.07  0.560
H: 4.43 -1.97 3.68  0.435
H: 4.17 -3.12 2.36  0.315
H: 5.14 -0.33 2.06  0.422
H: 4.86 -1.52 0.78  0.331
H: 3.04 0.09 0.32  0.504
H: 3.43 1.17 2.84  0.535
C: 0.39 -4.38 -0.29  -1.125
N: 0.71 -3.10 -0.90  0.605
C: 2.09 -3.10 -1.39  -1.161
C: -0.21 -2.78 -1.99  -1.608
C: -0.18 -1.33 -2.43  1.138
C: -0.62 -1.01 -3.70  -0.708
C: -0.55 0.31 -4.22  -0.761
C: -0.04 1.30 -3.45  -0.943
C: 0.32 1.02 -2.07  1.227
C: 0.32 -0.34 -1.56  -0.906
H: 0.54 -5.22 -0.99  0.362
H: -0.65 -4.39 0.05  0.339
H: 1.03 -4.53 0.58  0.252
H: 2.23 -3.83 -2.19  0.397
H: 2.76 -3.33 -0.57  0.293
H: 2.35 -2.11 -1.76  0.276
H: -1.24 -3.00 -1.66  0.370
H: 0.00 -3.45 -2.84  0.444
H: -0.99 -1.80 -4.35  0.455
H: -0.88 0.50 -5.23  0.416
H: 0.04 2.31 -3.83  0.479
H: 1.08 1.68 -1.64  0.336
C: -3.94 2.26 -2.04  -2.030
C: -3.21 1.84 -0.77  1.239
C: -4.17 1.15 0.18  -1.705
O: -2.19 0.88 -1.19  -0.364
B: -1.02 1.58 -1.28  0.676
O: -1.06 2.83 -0.79  -0.596
C: -2.37 3.00 -0.13  1.851
C: -2.87 4.40 -0.44  -1.825
C: -2.16 2.84 1.37  -1.842
H: -4.33 1.38 -2.54  0.493
H: -3.26 2.78 -2.73  0.302
H: -4.77 2.93 -1.80  0.396
H: -4.77 0.43 -0.37  0.443
H: -4.84 1.89 0.63  0.362
H: -3.63 0.63 0.97  0.269
H: -2.86 4.61 -1.50  0.347
H: -2.20 5.11 0.06  0.463
H: -3.88 4.53 -0.05  0.361
H: -1.95 1.81 1.65  0.168
H: -3.05 3.18 1.91  0.412
H: -1.30 3.43 1.67  0.547